47
Properties=species:S:1:pos:R:3:forces:R:3:mulliken_charge:R:1 method="wB97M-V/def2-TZVPD" gap_ha="0.2414 / 0.2079" e_above_lowest_kj_mol=0.00 multiplicity=3 e_homo_ev="-4.0 / -3.1" total_charge=-1
Cr -0.3075 0.0697 -0.3005 -0.900 -0.025 -0.471 -0.072
F 5.1124 -3.7691 -0.7163 0.252 0.131 0.286 -0.339
C 3.8367 -3.4984 -1.0981 0.183 -0.443 -0.265 0.560
F 3.1402 -4.6013 -0.7743 -0.101 -0.007 0.159 -0.230
F 3.8942 -3.4592 -2.4395 0.027 0.176 -0.120 -0.236
C 3.3270 -2.2452 -0.4608 0.286 0.135 0.359 -0.073
C 4.1293 -1.5556 0.4262 -0.448 0.023 -0.234 -0.030
C 3.6329 -0.3811 0.9839 0.087 -0.026 0.039 -1.148
C 2.3522 0.0128 0.6609 0.207 0.095 0.214 -0.128
N 1.5373 -0.6621 -0.1544 1.629 -0.431 0.068 0.203
C 2.0178 -1.7863 -0.7649 -0.200 0.070 -0.121 0.193
S 1.0634 -2.6232 -1.8770 -0.218 -0.709 -0.464 -0.544
H 5.1166 -1.9135 0.6768 0.051 -0.039 -0.046 0.473
H 4.2245 0.2019 1.6705 0.031 0.105 0.053 0.386
H 1.9355 0.9176 1.0810 -0.016 -0.012 0.041 0.466
O -0.2436 0.1671 1.6998 0.648 0.468 0.259 -0.431
N -1.0629 -0.5447 2.4208 -0.561 -0.596 0.387 0.519
C -1.1532 -0.2984 3.7401 -0.046 0.178 0.257 -0.201
C -1.9951 -1.0122 4.5537 -0.020 -0.004 -0.054 -0.793
C -2.7910 -2.0144 3.9928 0.091 0.016 -0.261 -0.132
C -2.6778 -2.2755 2.6491 -0.119 0.139 0.624 -1.011
C -1.7966 -1.5454 1.8458 0.282 -0.055 -0.398 0.609
S -1.5486 -1.9087 0.2085 -0.033 -0.113 -0.250 -0.432
H -0.5349 0.5155 4.0905 0.038 -0.038 -0.106 0.429
H -2.0428 -0.7851 5.6060 0.033 0.097 0.074 0.382
H -3.4851 -2.5694 4.6030 -0.066 -0.110 0.099 0.371
H -3.2558 -3.0431 2.1611 -0.052 -0.074 -0.017 0.409
N -0.3780 -0.1035 -2.4031 0.505 -0.318 -0.409 -0.114
N -1.5731 0.4086 -2.9249 -0.347 0.436 -0.067 -0.378
C -2.3125 1.1891 -2.0979 -0.820 0.050 -0.601 0.571
N -3.2549 1.9950 -2.6177 0.115 0.031 0.228 -0.449
N -2.1342 0.9878 -0.7995 0.920 -0.405 -0.101 0.388
N -2.8875 1.5706 0.1335 -0.518 0.239 1.177 0.845
O -3.8014 2.3601 -0.1666 0.026 -0.020 0.298 -0.858
O -2.6305 1.2487 1.2868 -0.692 0.675 -1.041 -0.540
H 0.4078 0.4500 -2.7603 -0.363 0.037 -0.005 0.327
H -0.2054 -1.1100 -2.6225 -0.317 0.544 0.253 0.181
H -1.5736 0.6652 -3.9085 0.041 0.007 0.355 0.278
H -3.1613 2.3502 -3.5523 0.123 -0.111 -0.037 0.201
H -3.7521 2.5368 -1.9027 0.165 -0.203 -0.365 0.230
F 1.3337 4.5523 -0.1309 -0.048 -0.180 0.051 -0.247
C 0.8394 4.2970 -1.3491 0.126 0.149 -0.016 0.773
F -0.2482 5.0844 -1.4968 -0.200 -0.119 0.002 -0.291
F 1.7489 4.7571 -2.2302 0.034 -0.212 -0.099 -0.297
C 0.4731 2.7865 -1.5959 0.195 0.699 -0.227 0.408
O 0.1944 2.5050 -2.7618 -0.009 0.322 -0.389 -0.720
O 0.4884 2.0752 -0.5829 0.003 -0.573 0.880 -0.505


23
Properties=species:S:1:pos:R:3:forces:R:3:mulliken_charge:R:1 method="wB97M-V/def2-TZVPD" gap_ha="0.2597 / 0.2728" e_above_lowest_kj_mol=652.43 e_homo_ev="-4.1 / -4.3" total_charge=-1
C 0.5658 -3.5324 0.6521 -1.335 2.301 -1.117 -0.598
C -0.6762 -2.9915 0.2292 1.774 -0.007 1.422 -0.546
C 1.6139 -2.6802 0.8036 0.408 0.539 0.070 -0.512
C -0.9361 -1.6753 0.2716 -2.642 2.343 -0.416 -0.331
C 1.3506 -1.2923 0.7771 1.397 1.046 0.625 0.815
C 0.0421 -0.7440 0.6707 -0.226 -1.581 -0.712 0.126
C 2.3810 -0.2237 0.9278 1.671 -0.899 0.147 -0.529
C 2.0741 1.0145 1.1788 -1.965 -1.087 -0.901 -0.517
N -0.1044 0.5621 0.5539 2.692 2.693 -0.270 -0.258
N -1.6797 2.3034 -2.3917 -0.745 1.035 0.854 -0.720
O -1.1476 1.3484 0.8185 -0.629 -1.328 -0.228 -0.319
O -2.0086 4.8611 -2.0360 -0.192 0.794 -0.603 -0.616
O -1.0807 3.5906 -0.1819 -0.709 -0.483 -0.550 -0.639
S -2.2104 3.6824 -1.2090 1.088 -1.314 -0.613 0.601
H 0.7910 -4.5125 0.7889 -0.026 -2.979 0.037 0.482
H -1.4999 -3.5182 -0.0464 -1.909 -2.287 -0.734 0.414
H 2.5847 -3.2163 0.9427 -0.506 1.373 0.064 0.261
H -1.9785 -1.2427 -0.0634 2.186 -1.010 0.730 0.246
H -1.1739 2.1916 0.1280 0.845 -0.252 1.613 0.388
H 3.4878 -0.5006 0.7894 -1.569 0.113 0.283 0.207
H 1.7629 1.9860 1.4001 0.196 1.009 0.227 0.503
H -1.1816 2.8092 -3.1196 0.008 0.165 0.011 0.274
H -0.9766 1.7804 -1.8843 0.190 -0.185 0.062 0.268


80
Properties=species:S:1:pos:R:3:forces:R:3:mulliken_charge:R:1 method="wB97M-V/def2-TZVPD" gap_ha=0.2192 e_above_lowest_kj_mol=0.00 e_homo_ev=-13.6 total_charge=+2
W 1.0725 0.5346 0.9672 0.329 -0.437 -0.638 -0.357
C 4.7437 -1.3691 0.0415 -0.022 0.002 -0.072 -1.823
C 3.7510 -0.5467 0.7860 -0.211 -0.004 -0.075 1.219
N 2.5218 -0.4378 0.3502 -0.176 0.458 0.286 -0.362
N 1.5018 1.9979 -0.1123 -0.391 -0.078 0.044 -0.311
C 1.0298 2.9958 0.6486 0.147 0.303 -0.276 0.571
S 0.2944 2.5050 2.1570 0.013 0.201 0.092 -0.364
S 1.1535 4.6386 0.2611 -0.063 -0.188 0.144 -0.005
C 1.9562 4.6055 -1.3687 0.042 0.112 -0.022 -1.227
C 1.0145 4.2909 -2.4987 -0.014 0.075 0.009 0.598
C 1.3541 3.3201 -3.4277 -0.033 -0.167 -0.063 -0.303
C 0.5176 3.0633 -4.5097 0.093 -0.008 0.013 -0.470
C -0.6559 3.7815 -4.6691 -0.041 0.048 0.033 -0.581
C -0.9982 4.7605 -3.7410 0.000 -0.062 -0.025 -0.754
C -0.1667 5.0134 -2.6632 0.013 0.018 0.018 -0.226
C 4.0767 0.1364 2.0112 0.235 0.006 0.369 0.832
C 5.4145 0.3938 2.3888 -0.072 -0.060 -0.187 -0.960
C 5.7099 0.9603 3.5991 -0.009 0.037 0.094 -0.846
C 4.6803 1.2420 4.5095 0.112 0.002 -0.009 -0.458
C 3.3673 0.9622 4.2070 -0.109 -0.079 -0.124 -0.822
C 3.0547 0.4226 2.9607 0.386 -0.156 -0.110 0.656
O 1.7823 0.0764 2.6857 -0.455 -0.084 0.417 -0.303
H 5.3959 -0.6959 -0.5238 0.008 -0.009 0.007 0.417
H 4.2344 -2.0149 -0.6694 0.021 -0.007 0.000 0.381
H 5.3689 -1.9547 0.7120 -0.012 -0.002 0.017 0.469
H 2.7961 3.9152 -1.3176 -0.029 -0.027 -0.015 0.435
H 2.3567 5.6175 -1.4607 0.009 -0.008 0.024 0.555
H 2.2806 2.7644 -3.3208 -0.031 0.052 0.018 0.360
H 0.8023 2.3167 -5.2400 -0.009 0.003 -0.008 0.489
H -1.2935 3.5982 -5.5239 -0.010 -0.005 0.007 0.454
H -1.9060 5.3357 -3.8675 0.009 0.004 -0.007 0.484
H -0.4330 5.7895 -1.9533 0.002 -0.008 -0.016 0.428
H 6.2140 0.1738 1.6933 -0.028 -0.010 -0.017 0.465
H 6.7367 1.1834 3.8530 -0.021 0.005 0.027 0.440
H 4.9193 1.6785 5.4705 0.012 -0.003 -0.012 0.450
H 2.5719 1.1511 4.9145 -0.021 -0.009 -0.019 0.481
C -2.9135 2.2155 -1.9128 -0.025 0.104 0.075 -1.533
C -1.7327 2.0967 -0.9360 -0.259 -0.015 -0.149 0.749
Ge -1.0477 0.2815 -1.0871 0.372 0.041 0.041 0.157
C 0.2572 -0.1066 -2.4994 -0.035 0.058 0.113 0.136
C -0.4917 -0.3880 -3.8055 0.092 -0.012 -0.068 -1.424
C -2.4156 -1.0726 -1.0157 -0.045 -0.106 0.039 -0.033
C -2.4002 -1.9690 -0.0224 -0.063 -0.027 -0.053 -0.323
Ge -1.0413 -1.5362 1.2798 0.382 0.187 0.156 0.510
C -1.5524 -0.4279 2.8286 -0.061 -0.090 -0.029 0.050
C -2.4955 -1.2111 3.7572 0.008 0.112 0.092 -1.518
C 0.4120 -2.8294 1.5281 -0.078 -0.048 -0.019 -0.188
C -0.1528 -4.1495 2.0798 0.111 -0.020 -0.018 -1.273
C -3.2439 -3.1756 0.0747 0.104 0.168 -0.066 0.153
C -3.7394 -3.7699 -1.0880 -0.104 -0.127 0.099 -0.728
C -4.5437 -4.8940 -1.0027 0.006 0.016 -0.070 -0.782
C -4.8568 -5.4411 0.2344 0.004 0.005 0.006 -0.504
C -4.3525 -4.8666 1.3913 0.015 0.024 0.074 -1.012
C -3.5439 -3.7432 1.3112 -0.078 -0.141 -0.057 0.153
H -3.3384 3.2186 -1.8594 0.004 -0.001 -0.001 0.418
H -3.7139 1.5126 -1.6757 0.021 0.000 -0.005 0.444
H -2.6004 2.0568 -2.9450 -0.001 -0.028 -0.022 0.306
H -2.0552 2.3078 0.0839 0.031 -0.015 0.017 0.546
H -0.9381 2.7910 -1.2039 0.059 0.013 -0.020 -0.676
H 0.8632 -0.9623 -2.2005 -0.020 -0.033 0.006 0.510
H 0.9159 0.7588 -2.5709 -0.008 -0.001 -0.064 0.036
H -1.1497 -1.2524 -3.7107 -0.033 0.019 -0.013 0.439
H 0.2161 -0.6107 -4.6060 0.009 0.004 0.032 0.399
H -1.0824 0.4686 -4.1324 -0.035 0.002 0.028 0.272
H -3.1346 -1.1558 -1.8282 -0.003 0.003 -0.022 0.762
H -2.0454 0.4690 2.4514 -0.013 0.000 0.007 0.381
H -0.6618 -0.1212 3.3813 0.009 -0.030 -0.026 0.369
H -3.4443 -1.4320 3.2716 -0.002 -0.019 -0.017 0.420
H -2.7151 -0.6036 4.6357 0.002 -0.013 -0.004 0.441
H -2.0511 -2.1415 4.1129 -0.008 -0.014 -0.019 0.353
H 1.1656 -2.4148 2.1976 -0.038 0.020 0.041 0.290
H 0.8816 -2.9801 0.5548 -0.013 -0.041 0.002 0.495
H -0.6449 -4.0162 3.0439 -0.007 0.005 -0.002 0.285
H 0.6676 -4.8520 2.2297 -0.025 -0.013 0.003 0.452
H -0.8632 -4.6061 1.3922 -0.003 0.010 0.007 0.367
H -3.4851 -3.3759 -2.0632 0.034 0.049 0.017 0.439
H -4.9206 -5.3511 -1.9079 -0.003 -0.005 0.012 0.419
H -5.4843 -6.3198 0.2943 0.001 0.000 0.004 0.419
H -4.5867 -5.2902 2.3588 -0.011 -0.017 -0.017 0.429
H -3.1604 -3.3159 2.2308 0.031 0.057 -0.033 0.383